20
Properties=species:S:1:pos:R:3:lowdin_charge:R:1 method="wB97M-V/def2-TZVPD" total_charge=+1 relative_energy_ev=3.9856 spin_multiplicity=1 energy_ev=-36736.341 homo_lumo_gap_ev="5.8 / 5.9"
Sn -0.05 0.04 0.01 0.6862
S -2.36 0.87 3.82 1.1443
O -1.81 -2.42 -0.02 0.2234
O 1.21 -0.91 -2.61 0.2586
O -1.21 2.07 -1.79 0.0393
O 1.68 2.53 -0.11 0.2596
O 1.98 -1.36 1.83 0.2216
N -0.86 0.62 1.84 -0.1922
C 0.77 -0.56 -1.67 -0.1918
C -0.73 1.36 4.02 -0.3066
C 1.05 1.59 -0.07 -0.1750
C -1.39 0.99 -1.30 -0.3449
C 1.26 -0.87 1.16 -0.2197
C -2.12 0.41 2.20 -0.3785
C -1.14 -1.53 0.00 -0.2436
C -0.06 1.16 2.84 -0.1929
H 0.99 1.35 2.72 0.1234
H -2.88 -0.05 1.58 0.1054
H -2.33 0.42 -1.49 0.0860
H -0.29 1.72 4.93 0.0974

14
Properties=species:S:1:pos:R:3:lowdin_charge:R:1 method="wB97M-V/def2-TZVPD" total_charge=0 relative_energy_ev=0.0000 spin_multiplicity=1 energy_ev=-9860.603 homo_lumo_gap_ev=8.6
N 3.79 4.16 0.86 0.1874
C 0.79 -0.97 -0.58 -0.0624
C -0.73 0.77 0.50 -0.0357
C -0.85 2.03 1.00 -0.0841
C 1.49 3.15 0.90 -0.0592
C 2.73 3.71 0.88 -0.2311
C 0.32 2.76 1.00 -0.0244
C 1.66 1.16 0.06 0.2521
C 0.56 0.39 0.02 -0.4019
H 1.50 -1.54 0.01 0.0805
H -1.57 0.09 0.44 0.1164
H -1.77 2.45 1.38 0.1100
H -0.14 -1.52 -0.64 0.0741
H 1.20 -0.87 -1.58 0.0782

21
Properties=species:S:1:pos:R:3:lowdin_charge:R:1 method="wB97M-V/def2-TZVPD" total_charge=+1 relative_energy_ev=2.3259 spin_multiplicity=1 energy_ev=-26827.054 homo_lumo_gap_ev=6.4
Pb -1.12 1.53 -1.47 1.0988
O -1.03 1.47 1.49 0.0205
O -0.83 -1.98 -1.12 -0.0633
O -4.61 0.45 -1.15 0.1158
O -0.86 2.80 -4.85 0.1311
O 2.50 0.48 -1.39 0.1116
N 0.61 -0.11 1.18 -0.0534
N 0.04 -1.20 1.84 0.1544
C 0.99 -1.76 2.58 -0.0024
C -3.52 0.78 -1.44 -0.0485
C 2.13 -0.96 2.51 -0.0052
C -1.11 -0.82 -1.45 -0.3940
C 1.43 0.90 -1.52 -0.0414
C 1.90 0.09 1.66 0.0334
C -0.94 2.26 -3.84 -0.1016
C -0.28 0.83 0.78 -0.5496
H -0.78 -1.66 1.44 0.1867
H 2.56 0.84 1.17 0.1538
H -0.92 -0.22 -2.64 -0.0077
H 0.80 -2.64 3.19 0.1529
H 3.02 -1.09 3.04 0.1081

20
Properties=species:S:1:pos:R:3:lowdin_charge:R:1 method="wB97M-V/def2-TZVPD" total_charge=0 smiles="N#CC(c1ccccc1)([N+](=O)[O-])[N+](=O)[O-]" relative_energy_ev=7.5712 spin_multiplicity=1 energy_ev=-21028.206 homo_lumo_gap_ev=8.5
O -1.92 -2.17 2.10 0.1562
O -4.01 0.66 2.45 0.1395
O -2.87 1.90 1.07 0.1352
O -4.10 -1.88 1.76 0.1207
N -3.21 0.82 1.55 -0.3256
N -2.92 -1.62 1.72 -0.3282
N -4.81 -0.75 -1.07 0.1655
C 1.22 0.11 -0.50 -0.0887
C 0.26 -0.35 -1.42 -0.0025
C -1.38 -0.23 0.35 -0.2387
C -2.72 -0.38 0.92 -0.1535
C -1.14 -0.42 -0.98 0.0144
C -3.97 -0.68 -0.33 -0.0722
C -0.42 0.24 1.20 -0.0161
C 0.93 0.53 0.78 -0.0255
H -0.65 0.44 2.23 0.1198
H -1.81 -0.76 -1.68 0.0866
H 2.26 0.09 -0.66 0.0892
H 1.78 0.71 1.48 0.1243
H 0.34 -0.64 -2.46 0.0998